[1]
Formula: C5H32O11
Source: the OMol25 dataset
Level of theory: wB97M-V/def2-TZVPD

Last column: Mulliken charge in e.
CARTESIAN COORDINATES (ANGSTROEM)
C (-1.59485, -2.58501, -1.82991)  -1.25
C (-1.24063, -2.32013, -0.57116)  0.72
C (-0.04731, -2.91036, 0.11125)  -0.63
C (-2.13030, -1.43264, 0.28850)  -0.10
C (-2.59293, -1.92488, 1.62941)  -1.30
H (-1.14939, -3.36051, -2.43680)  0.33
H (-2.52103, -2.15828, -2.19647)  0.29
H (0.80311, -3.14462, -0.52367)  0.24
H (0.31638, -2.16380, 0.83645)  0.07
H (-0.24252, -3.71556, 0.82781)  0.30
H (-2.92649, -1.15953, -0.41610)  0.44
H (-1.66494, -0.45449, 0.15927)  0.01
H (-2.59530, -3.00079, 1.77944)  0.38
H (-1.88526, -1.59327, 2.42205)  0.29
H (-3.39760, -1.31449, 2.02597)  0.36
O (-2.81812, 1.21365, 2.55573)  -0.65
H (-2.48952, 1.46668, 1.68000)  0.28
H (-3.54321, 0.66491, 2.22833)  0.32
O (0.01039, 2.06049, 2.43813)  -0.60
H (0.22029, 2.97986, 2.62874)  0.27
H (-0.86732, 1.97242, 2.83519)  0.29
O (-0.95832, 3.54284, -0.32594)  -0.72
H (0.01012, 3.31539, -0.21658)  0.52
H (-1.32741, 3.24827, 0.51318)  0.28
O (-2.54078, 0.91381, -1.19138)  -0.54
H (-2.04787, 1.58192, -0.68261)  0.25
H (-2.55915, 1.43248, -2.00800)  0.26
O (2.96343, -1.61467, 1.32355)  -0.70
H (3.68738, -1.01313, 1.10090)  0.34
H (3.20895, -2.03132, 2.15382)  0.25
O (3.26099, -2.02733, -1.41728)  -0.61
H (3.03278, -2.14102, -0.47990)  0.39
H (2.73830, -2.65758, -1.92013)  0.33
O (1.03150, -0.31619, 2.42935)  -0.59
H (0.37551, 0.26716, 2.02261)  0.41
H (1.65832, -0.61326, 1.74709)  0.17
O (1.52566, 3.34974, -0.83455)  -0.71
H (1.81374, 2.58468, -1.33512)  0.38
H (1.41975, 4.09880, -1.42409)  0.30
O (2.72771, 0.86997, 0.20326)  -0.60
H (2.90535, 1.22133, 1.08604)  0.38
H (1.91464, 0.38335, 0.36259)  0.21
O (0.89137, 3.02547, -3.31285)  -0.65
H (1.43003, 2.26553, -3.53344)  0.33
H (-0.01368, 2.72699, -3.20423)  0.30
O (1.64182, 0.47162, -2.68281)  -0.54
H (2.53597, 0.21100, -2.43104)  0.29
H (1.03044, -0.21550, -2.41460)  0.21

As for the energy above the lowest of the compared OMol25 structures with the same formula, charge and spin: 255.5 kJ/mol. Its SMILES is C=C(C)CC.O.O.O.O.O.O.O.O.O.O.O. The calculation puts the HOMO energy at -9.16 eV.



[2]
Formula: C5H33N2O11
Source: the OMol25 dataset
Level of theory: wB97M-V/def2-TZVPD

Last column: Mulliken charge in e.
CARTESIAN COORDINATES (ANGSTROEM)
C (-2.05707, 0.72119, 0.29068)  -0.95
N (-1.67453, 1.97526, -0.39520)  -0.37
C (-1.14947, 1.74503, -1.75935)  -0.68
O (-0.32538, 0.63504, -1.92018)  -0.88
C (-1.02923, 0.22532, 1.32929)  0.29
C (-1.01515, 1.07511, 2.60922)  -0.24
C (-2.37263, 1.24389, 3.35670)  -1.33
N (0.35739, 0.25026, 0.85436)  0.36
H (-3.02694, 0.85335, 0.76093)  0.57
H (-2.17070, -0.03699, -0.49021)  0.18
H (-0.99732, 2.49484, 0.14608)  0.37
H (-1.99695, 1.68180, -2.45038)  0.30
H (-0.59304, 2.63997, -2.03122)  0.09
H (-1.28913, -0.81274, 1.58789)  -0.01
H (-0.58997, 2.05625, 2.37631)  0.08
H (-0.36633, 0.61195, 3.35417)  0.41
H (-2.55068, 2.24705, 3.75130)  0.37
H (-2.51011, 0.39258, 3.96745)  0.34
H (-3.18543, 1.28029, 2.62122)  0.29
H (0.48536, 1.01685, 0.23273)  -0.22
H (0.68493, -0.68236, 0.70594)  0.25
H (3.32854, -2.43354, -1.52411)  0.31
H (2.58894, -2.92367, -0.31190)  0.34
O (3.28198, -2.29669, -0.57125)  -0.70
H (2.35258, -0.29813, 2.03090)  0.33
H (2.83981, -1.48146, 1.36366)  0.30
O (2.31943, -1.25582, 2.14576)  -0.65
H (-0.97311, -2.80850, -3.05963)  0.32
H (0.37968, -3.06955, -3.69898)  0.29
O (-0.44837, -3.48803, -3.48303)  -0.61
H (0.70937, -2.70897, 3.23548)  0.32
H (-0.63810, -2.69188, 2.55559)  0.31
O (-0.19261, -3.03866, 3.33473)  -0.66
H (-0.92260, 0.09932, -4.24558)  0.33
H (-2.18606, -0.01480, -3.43344)  0.35
O (-1.84124, -0.18081, -4.31198)  -0.65
H (1.98915, 2.31593, -0.98587)  0.37
H (1.18036, 3.59318, -1.59242)  0.27
O (1.59988, 3.21747, -0.81961)  -0.72
H (1.25418, 3.69024, 0.80333)  0.39
H (1.94803, 3.52866, 2.11515)  0.29
O (1.28249, 4.07363, 1.70420)  -0.67
H (-0.62989, -4.24444, -0.27536)  0.28
H (0.25180, -2.88426, -0.12868)  0.35
O (0.04222, -3.75294, 0.18339)  -0.64
H (1.48339, -1.42585, -1.80399)  0.08
H (0.06107, -1.02417, -1.74147)  0.49
O (0.62893, -1.83949, -1.65039)  -0.38
H (2.49806, 0.11895, -1.20434)  0.29
H (1.04099, 0.78292, -1.79418)  0.29
O (2.14352, 0.82744, -1.73372)  -0.86

As for the energy above the lowest of the compared OMol25 structures with the same formula, charge and spin: 187.1 kJ/mol. The charge is -1. The calculation puts the HOMO energy at -5.50 eV.



[3]
Formula: C5H33NO11
Source: the OMol25 dataset
Level of theory: wB97M-V/def2-TZVPD

Last column: Mulliken charge in e.
CARTESIAN COORDINATES (ANGSTROEM)
C (-3.88583, 1.40829, -1.45451)  -0.91
C (-3.97147, 0.52682, -0.15204)  -0.88
C (-2.79813, -0.46780, 0.12743)  -0.40
C (-1.52875, 0.25419, 0.53023)  -0.08
N (-1.76842, 1.22797, 1.56375)  -0.17
C (-0.66913, 2.04264, 2.09336)  -0.35
O (0.18330, 1.42886, 3.04589)  -0.53
H (-4.79926, 1.95038, -1.58132)  0.40
H (-3.76982, 0.65020, -2.22543)  0.28
H (-3.00784, 2.05267, -1.28778)  0.13
H (-4.27508, 1.26806, 0.60976)  0.38
H (-4.91726, -0.03360, -0.10557)  0.39
H (-2.57526, -1.04552, -0.80512)  0.30
H (-3.26402, -1.15236, 0.88573)  0.23
H (-0.68290, -0.38076, 0.79961)  0.31
H (-1.17018, 0.80755, -0.39313)  -0.14
H (-2.64861, 1.66079, 1.32607)  0.21
H (-0.08260, 2.38492, 1.19183)  0.19
H (-1.04895, 2.85221, 2.72680)  0.33
H (0.85208, 0.69593, 2.83436)  0.37
O (1.65489, -0.83726, 2.75463)  -0.64
H (2.10941, -0.96961, 1.85453)  0.43
H (2.44309, -1.05695, 3.26600)  0.25
O (-0.95243, -2.47596, 3.06693)  -0.62
H (-1.03917, -2.42953, 4.03087)  0.28
H (-0.96098, -1.50978, 2.91161)  0.31
O (2.77713, 0.99738, -0.33435)  -0.85
H (2.90726, 0.69534, -1.32542)  0.45
H (3.56948, 1.55256, -0.30437)  0.31
O (-1.50178, 3.37800, -2.32432)  -0.62
H (-0.76469, 4.00881, -2.38455)  0.29
H (-1.18076, 2.67147, -2.89578)  0.28
O (2.29962, -3.39072, 0.10714)  -0.66
H (1.64602, -3.73434, 0.75916)  0.33
H (2.96251, -4.05037, -0.10521)  0.32
O (2.32490, -1.51956, -3.36693)  -0.71
H (2.49315, -2.22027, -2.70317)  0.34
H (1.48192, -1.31055, -2.93857)  0.33
O (-0.15403, -4.35812, 1.09835)  -0.71
H (-0.72115, -3.71299, 0.65940)  0.31
H (-0.33571, -4.01758, 2.02834)  0.40
O (1.31764, 2.45281, -2.24414)  -0.60
H (1.30784, 1.97818, -1.41083)  0.31
H (2.06125, 3.06209, -2.34716)  0.30
O (3.37800, 0.89461, -2.87393)  -0.69
H (2.91416, 1.36034, -3.57376)  0.33
H (3.44126, -0.05253, -3.11548)  0.37
O (3.64696, -1.13745, 0.96394)  -0.77
H (3.27299, -0.39539, 0.44187)  0.46
H (3.42938, -2.00411, 0.57529)  0.42

As for the energy above the lowest of the compared OMol25 structures with the same formula, charge and spin: 302.5 kJ/mol. Its SMILES is CCCCNCO.O.O.O.O.O.O.O.O.O.O. The calculation puts the HOMO energy at -8.28 eV.



[4]
Formula: C5H33NO12
Source: the OMol25 dataset
Level of theory: wB97M-V/def2-TZVPD

Last column: Mulliken charge in e.
CARTESIAN COORDINATES (ANGSTROEM)
C (0.08655, 0.14221, -0.00530)  -0.51
N (-0.66636, -1.09756, 0.18809)  0.05
C (-0.65056, -2.04765, -0.84782)  1.42
C (0.37498, -2.30867, -1.65406)  -1.27
C (-2.55590, -3.39183, 0.10795)  -0.79
C (-1.92928, -2.80431, -0.89641)  -0.70
H (-0.45312, 1.00548, -0.35673)  0.24
H (0.41331, 0.42221, 0.99641)  -0.25
H (0.97287, 0.16966, -0.61441)  0.44
H (-1.57109, -0.81595, 0.52818)  0.43
H (1.30757, -1.79556, -1.51469)  0.21
H (0.41336, -3.09682, -2.40505)  0.41
H (-2.21626, -3.39055, 1.14168)  0.19
H (-3.38286, -4.05094, -0.09707)  0.29
H (-2.40587, -2.88160, -1.86571)  0.29
H (-0.61947, 2.77026, 1.81696)  0.41
H (-1.87559, 2.51605, 0.88038)  0.41
O (-1.13649, 3.11924, 1.04314)  -0.77
H (4.53733, -0.66177, -1.34004)  0.31
H (3.56546, -0.40320, -0.17117)  0.39
O (3.82360, -0.06676, -1.05920)  -0.64
H (1.47373, 2.49510, 2.83381)  0.40
H (0.42676, 2.68100, 3.86778)  0.28
O (0.55572, 2.17164, 3.07062)  -0.80
H (-0.76590, 3.40883, -0.64549)  0.32
H (-1.26103, 4.03901, -1.85361)  0.32
O (-0.47776, 3.53841, -1.56851)  -0.59
H (3.52718, 2.49855, 3.97649)  0.36
H (3.32827, 1.79473, 2.64259)  0.35
O (3.31825, 2.68966, 3.04372)  -0.74
H (-1.78918, 1.42511, -3.00286)  0.35
H (-2.95958, 0.50037, -3.24066)  0.34
O (-2.75335, 1.34890, -2.84440)  -0.67
H (1.06663, 0.28880, 3.33578)  0.34
H (1.44573, -1.26158, 3.53146)  0.37
O (1.78555, -0.34591, 3.52185)  -0.70
H (2.56012, -1.99665, 1.28640)  0.23
H (2.80223, -0.68343, 2.06003)  0.42
O (3.07386, -1.19297, 1.27257)  -0.66
H (-2.53097, 1.32885, -0.95531)  0.35
H (-3.40308, 2.44026, -0.48644)  0.32
O (-3.09798, 1.57384, -0.19022)  -0.72
H (-1.20612, -1.92494, -4.39221)  0.28
H (-1.15500, -0.53204, -3.73817)  0.34
O (-1.78275, -1.28723, -3.93002)  -0.66
H (0.22067, 0.05793, -2.32912)  0.24
H (0.86450, 1.10369, -3.23278)  0.25
O (0.00379, 0.75638, -2.96877)  -0.70
H (0.74397, -3.34741, 2.40918)  0.32
H (-0.34784, -2.38199, 1.98901)  0.23
O (0.30138, -2.51885, 2.66217)  -0.68

As for the energy above the lowest of the compared OMol25 structures with the same formula, charge and spin: 305.1 kJ/mol. The calculation puts the HOMO energy at -8.70 eV.